# C35H69BClFIN4O28S

8 unconnected molecules or ions with the total composition C35H69BClFIN4O28S (ωB97M-V/def2-TZVPD, OMol25).

The geometry in XYZ format:
```
141
Properties=species:S:1:pos:R:3:forces:R:3
H -1.98812 3.62248 -4.68782 -0.1 0.1 0.0
C -4.10999 -5.32685 1.24895 -0.2 0.0 0.0
H -0.28873 1.43770 3.78307 -0.1 0.0 -0.1
H 6.77990 2.16328 -0.80016 -0.1 -0.2 -0.3
H 4.61918 -1.11635 -2.72338 -0.2 -0.2 0.1
H 6.89026 0.38039 -0.75908 -0.1 0.1 -0.2
C -0.08547 6.42836 -8.32064 0.0 0.0 -0.1
C 4.43656 -0.74724 -1.71142 0.2 0.9 -0.3
H -2.86632 3.62433 -3.13551 0.0 0.1 -0.1
C 3.27209 -2.19928 0.80580 0.2 -0.1 0.0
H 0.99655 1.72007 -4.52934 0.2 0.3 -0.2
H -0.23808 0.15587 6.75534 0.0 -0.1 0.0
H -6.65638 -6.60491 -0.22652 0.0 0.0 0.1
C -2.41669 -3.54507 6.59146 0.0 0.1 0.0
O 4.32328 -3.83713 -3.26180 0.1 -0.3 0.0
N 3.38886 -3.67859 -2.61759 -0.4 0.1 -0.7
C -1.64371 -1.67939 -2.66995 0.3 -0.4 0.2
H -1.82772 -5.18878 2.54104 0.0 0.0 -0.1
H 0.88728 1.35376 7.41809 0.0 0.1 0.1
H 0.31337 -4.13585 -2.62987 0.0 -0.1 0.0
C -5.66722 -6.15986 -0.26088 -0.1 -0.1 -0.2
O 5.00584 1.17751 -0.39487 -0.1 0.1 -0.2
N -0.10148 -0.94179 -0.89950 0.4 0.5 -0.3
O 3.78380 0.52833 2.33577 -0.3 -0.4 -1.0
H -1.50795 -3.51730 -3.85948 0.3 0.1 0.0
I 3.75797 -4.05959 1.78063 -0.2 0.2 0.0
H 0.32492 -5.68609 -1.77625 0.0 0.0 0.0
H -1.82641 -2.37825 -1.84737 0.0 0.0 -0.1
H 0.29026 -2.32881 1.58113 0.0 0.1 0.1
O -3.90501 -5.12263 2.54903 0.0 0.0 0.0
H -0.08684 8.51477 -10.75870 0.0 -0.1 0.0
O -0.25441 6.89497 -9.55533 0.0 0.0 0.0
H -4.96845 -6.86438 -0.70707 0.1 0.1 0.0
H 1.00890 1.81070 4.92326 -0.1 0.0 0.1
O -2.48682 2.80388 4.22238 0.0 -0.1 -0.1
O 2.16712 2.56732 -6.74526 0.0 -0.1 0.1
H 1.95601 -4.70672 -0.53637 0.3 0.4 0.1
O 4.35543 2.25692 -6.28654 0.0 0.0 0.0
O 2.96551 2.37098 -4.64074 0.0 0.0 0.1
O -1.45464 -2.65529 6.35514 0.1 0.0 -0.1
H 0.48707 -1.44722 -2.88797 0.3 0.2 0.4
C 6.42102 1.25903 -0.29747 0.4 0.0 0.6
H -4.29869 -5.13285 5.64908 0.0 0.0 0.1
Cl -0.46581 0.73041 -2.91992 0.2 -0.7 0.5
H -2.05499 2.14440 -3.70225 -0.4 0.3 -0.2
C 0.04590 2.13087 4.53975 -0.1 0.2 0.3
H 0.18850 -3.80821 6.94149 -0.2 -0.1 0.1
C 1.10466 -4.03851 -0.60117 -0.9 -0.8 -0.9
H 4.19073 -1.61948 0.90856 0.0 -0.1 -0.2
O 0.82944 -0.51395 8.33592 0.1 0.3 0.2
O -2.85275 2.44073 6.42251 0.0 0.0 0.0
C -2.10867 2.49169 5.32346 -0.1 0.0 0.1
H -2.55183 -3.55855 2.38590 0.0 0.0 -0.1
O -0.40144 1.28555 0.12124 0.1 -0.9 0.1
H 4.33878 3.24682 -8.11805 -0.1 0.0 0.0
H 2.18378 -1.77666 2.62175 0.1 0.3 0.0
H -0.47317 -2.71643 8.19090 0.0 -0.1 0.0
H -2.60347 -4.41124 3.93222 -0.1 0.0 0.0
C 0.17368 0.57246 7.66675 0.0 -0.1 0.0
O -5.61430 2.97443 -5.72771 0.0 0.0 0.0
O 3.78313 -3.29286 -1.26287 0.2 0.2 0.6
H -2.56605 -2.30463 -4.50284 0.1 0.0 -0.1
H -4.70149 2.72009 7.20238 0.1 0.0 0.0
C 0.72685 -1.71548 -0.30720 0.0 -0.3 -0.3
H -2.45378 0.04108 1.56931 -0.2 0.1 -0.1
C -4.22354 2.80734 6.23165 -0.2 0.0 0.1
C -4.57598 -4.12196 5.94301 -0.2 0.0 0.0
O -0.86879 2.12693 5.64417 0.0 0.2 -0.2
N 1.51886 -2.65849 -0.98767 0.1 0.0 0.7
C -0.31459 -0.94524 -2.35525 -1.3 -0.6 -0.4
C 3.07526 2.41492 -5.97163 0.1 0.0 0.0
H -0.73435 1.69772 0.92901 -0.1 0.4 -0.1
C 2.60863 -1.13252 11.25404 0.1 -0.1 0.2
O 1.37832 0.87385 2.50775 0.4 -0.4 -1.1
H 3.61136 1.24221 -1.87589 0.1 0.1 -0.3
H -0.63565 0.97671 8.26971 0.1 0.1 0.1
H 7.77571 0.73357 1.30189 0.0 0.1 -0.1
H 4.10012 1.48012 -8.20192 -0.1 0.1 0.0
O -3.45979 -3.23085 5.81656 -0.1 0.0 0.0
H -6.08092 4.52510 -7.03537 0.0 0.1 0.1
H 0.13757 3.13459 4.12843 0.0 0.0 -0.1
O -2.35578 -4.47374 7.34838 0.0 -0.1 0.0
H -2.48134 -0.98270 -2.66131 0.2 0.2 0.1
H -3.07672 -0.29922 -0.09456 -0.1 0.2 0.2
H -5.70320 -5.24220 -0.84466 0.1 0.0 0.0
C -2.26076 -0.45331 0.61680 0.8 -0.5 -0.2
O 3.10102 -1.07736 -1.28502 0.0 -0.5 -0.1
C -4.56762 3.53604 -5.13375 0.0 -0.1 -0.1
N 0.81160 -1.61072 1.09406 0.1 0.4 -0.2
O -3.77409 2.55890 -4.67629 0.0 -0.1 0.0
H -2.20921 -1.53350 0.79296 -0.2 0.0 0.0
H 5.33146 1.06536 -2.42731 -0.3 0.2 -0.2
H 0.42287 -2.06176 6.81765 0.0 0.1 -0.1
H 1.89963 -0.80155 12.00990 0.0 0.1 0.0
H -0.83606 -2.08241 -4.68717 0.0 0.0 0.1
B -0.91783 0.05034 -0.01413 -0.4 0.5 0.6
C -2.60465 3.03194 -4.01162 0.2 -0.1 0.1
H 6.11053 0.86164 1.82089 0.0 0.2 -0.1
O -0.44829 5.14577 -8.30698 0.0 0.0 0.0
H -0.95860 5.01537 -6.29926 0.1 0.1 0.0
O -3.33494 -5.04557 0.36709 0.1 0.1 -0.1
C 0.09862 8.27135 -9.71686 0.0 0.2 -0.1
C -2.64317 -4.53828 2.85710 0.3 0.1 0.1
H -0.63522 3.48949 -7.15322 0.0 0.0 -0.2
O -5.30373 -5.88014 1.09583 0.0 0.0 0.0
H 1.68079 2.47119 -3.07457 0.2 0.0 0.0
H 0.58082 -4.08194 0.35649 0.3 0.2 0.2
O -4.35708 4.71263 -5.02136 0.0 0.1 0.0
H 1.22327 3.49398 -4.44343 0.0 0.0 -0.1
C -0.25925 -2.83326 7.13437 0.0 -0.3 -0.2
H -4.70637 2.13225 5.52784 0.0 0.0 -0.1
C 1.63012 2.52339 -4.15766 0.0 0.2 -0.1
C 6.85783 1.31156 1.16660 0.2 -0.2 0.0
H -0.51897 8.90318 -9.08166 0.1 0.0 0.1
C 2.17506 -1.44059 1.58462 -0.1 -0.4 -0.7
H 5.69595 2.14785 -7.80359 0.0 0.0 0.1
H -7.34643 3.32099 -6.72136 0.1 -0.1 0.0
H -6.96711 4.53809 -5.48626 0.1 0.1 0.0
C -1.60529 -2.44125 -4.00257 -0.6 0.1 -0.1
C -0.31722 4.52138 -7.03030 -0.1 -0.1 0.2
H -5.34274 -3.75005 5.26980 0.1 0.1 0.0
H -4.30002 3.83441 5.88125 0.0 0.0 -0.1
C -6.55286 3.91008 -6.27216 -0.2 0.0 -0.1
O 1.95437 -1.31153 9.99306 0.0 0.0 0.0
S 2.48967 0.35063 1.76352 -0.2 0.8 2.5
H 3.00785 -2.10306 11.53271 0.0 0.0 -0.1
C 0.14927 -4.61549 -1.66648 -0.1 -0.1 0.3
C 1.40182 -0.20253 9.50156 0.0 0.0 0.0
C 4.57800 0.77476 -1.69170 0.3 -0.4 0.7
C 4.62490 2.28675 -7.69426 0.2 0.0 -0.2
H 3.42332 -0.41691 11.16460 -0.1 0.1 0.0
O 1.41343 0.88233 10.01442 0.0 0.1 0.0
C 2.93165 -2.34800 -0.71112 0.3 0.5 0.2
H 7.08050 2.32842 1.48887 -0.2 0.0 0.1
F 2.38738 0.95769 0.34092 0.1 -0.3 0.2
H -4.95543 -4.11768 6.96228 0.1 -0.1 0.0
H 1.15158 8.42694 -9.49028 0.0 0.0 0.1
H 0.71695 4.53416 -6.70074 0.0 0.1 0.0
H 5.19753 -1.14071 -1.03510 -0.1 -0.2 0.0
H -0.89467 -4.51324 -1.36063 0.0 0.1 -0.1
O 0.32492 7.05295 -7.37813 0.0 0.0 0.1
```
Forces are in eV/Å.

## Properties
2S+1: 1
Orbital gap (eV): 8.18
Maximum force (Eh/bohr): 0.0512
Total charge: +1

Here are the Mulliken charges for atoms 1 to 99, given in e: -0.28, 0.79, 0.24, 0.31, 0.28, 0.35, 0.70, -0.34, 0.38, -0.68, 0.35, 0.19, 0.22, 0.67, -0.37, 0.31, -0.20, 0.35, 0.37, 0.13, -0.61, -0.21, 0.37, -0.55, 0.38, 0.18, 0.47, 0.06, 0.41, -0.28, 0.22, -0.33, 0.29, 0.28, -0.58, -0.54, 0.56, -0.33, -0.27, -0.08, 0.43, -0.27, 0.31, -0.28, -0.53, -0.71, 0.44, -0.48, 0.65, -0.08, -0.29, 0.76, 0.04, -0.47, 0.30, 1.08, 0.31, -0.13, -0.80, -0.35, -0.25, 0.38, 0.22, -2.53, 0.43, -0.67, -0.72, -0.22, 1.97, -0.42, 0.75, 0.25, -0.66, -0.37, -0.10, 0.38, 0.35, 0.30, -0.24, 0.30, 0.39, -0.56, 0.63, 0.28, 0.29, -0.91, 0.07, 0.75, -0.07, -0.22, 0.14, 0.55, 0.11, 0.30, 0.33, 1.27, 0.77, 0.15, -0.36